[1]
ORCA calculation (wB97M-V/def2-TZVPD) on 2 unconnected molecules or ions with the total composition C2H7OS at a distorted geometry.

```
11
Properties=species:S:1:pos:R:3
C 0.36 2.08 -0.97
C 0.93 0.72 -0.32
S 0.19 -1.03 -0.61
H 0.05 1.79 -1.98
H -0.56 2.50 -0.33
H 1.13 2.92 -1.19
H 2.04 0.67 -0.51
H 0.78 0.87 0.74
H -1.52 -1.67 1.41
H -0.60 -0.64 2.10
O -1.52 -0.85 2.17
```

Output
charge	-1
LUMO level	4.285	eV
energy	-553.81571	Eh
2S+1	1
ΔE to the lowest compared entry with this formula, charge and spin	1.313	eV
HOMO	-2.617	eV

---

[2]
ORCA calculation (wB97M-V/def2-TZVPD) on 5 unconnected molecules or ions with the total composition C2H16N2O4 at a distorted geometry.

```
24
Properties=species:S:1:pos:R:3
N 2.11 -0.80 1.74
C 2.25 -1.84 0.74
C 1.94 -1.26 -0.64
N 0.57 -1.50 -1.10
H 2.39 0.11 1.39
H 2.50 -0.90 2.66
H 1.59 -2.68 0.95
H 3.27 -2.25 0.70
H 2.07 -0.18 -0.64
H 2.74 -1.56 -1.33
H 0.50 -1.66 -2.09
H 0.19 -2.29 -0.59
O -3.53 -0.08 -2.34
H -3.09 -0.90 -2.08
H -3.04 0.10 -3.16
O -1.77 2.78 1.46
H -1.98 3.13 2.33
H -1.65 1.81 1.54
O -1.22 3.55 -1.62
H -1.42 2.84 -1.00
H -2.04 3.89 -1.97
O -1.12 0.12 1.81
H -0.28 -0.05 2.26
H -0.99 -0.40 1.00
```

Output
charge	0
LUMO level	0.531	eV
energy	-496.24073	Eh
2S+1	1
ΔE to the lowest compared entry with this formula, charge and spin	1.534	eV
HOMO	-9.467	eV

---

[3]
ORCA calculation (wB97M-V/def2-TZVPD) on a single C6H9N molecule.

```
16
Properties=species:S:1:pos:R:3
C -1.30 1.63 -1.16
C -0.28 0.87 -0.37
C 0.23 1.16 0.90
C 1.23 0.26 1.30
C 0.46 -1.94 0.98
C 1.16 -0.78 0.22
N 0.29 -0.24 -0.84
H -2.07 0.96 -1.57
H -1.80 2.36 -0.52
H -0.83 2.16 -1.99
H -0.16 1.98 1.50
H -0.26 -2.46 0.34
H -0.07 -1.55 1.85
H 1.20 -2.65 1.35
H 2.11 -1.11 -0.22
H 0.12 -0.63 -1.76
```

Output
charge	0
LUMO level	0.621	eV
energy	-288.67413	Eh
2S+1	1
ΔE to the lowest compared entry with this formula, charge and spin	2.936	eV
HOMO	-7.576	eV

---

[4]
ORCA calculation (wB97M-V/def2-TZVPD) on 9 unconnected molecules or ions with the total composition C24H60O12S6 at a distorted geometry.

```
102
Properties=species:S:1:pos:R:3
C -26.65 4.87 -34.37
S -26.81 3.11 -33.75
O -25.34 2.61 -33.68
C -27.42 3.59 -32.07
H -26.09 5.44 -33.63
H -27.67 5.25 -34.48
H -26.19 4.84 -35.36
H -28.43 3.96 -31.91
H -26.83 4.41 -31.65
H -27.25 2.80 -31.34
C -23.09 1.46 -37.35
S -23.22 -0.36 -37.12
O -21.86 -0.96 -37.20
C -23.55 -0.24 -35.27
H -23.98 1.91 -36.92
H -23.18 1.80 -38.38
H -22.13 1.84 -37.00
H -23.35 -1.12 -34.66
H -24.47 0.21 -34.91
H -22.69 0.38 -35.01
C -23.20 5.97 -31.35
S -24.50 7.01 -30.58
O -25.08 6.23 -29.38
C -23.56 8.40 -29.92
H -22.56 5.78 -30.49
H -22.70 6.57 -32.11
H -23.75 5.15 -31.82
H -22.96 8.77 -30.75
H -22.83 8.19 -29.14
H -24.20 9.13 -29.43
C -29.91 9.59 -32.13
S -28.75 8.25 -32.79
O -29.77 7.18 -33.33
C -28.22 7.55 -31.14
H -30.84 9.27 -31.67
H -30.17 10.34 -32.88
H -29.37 10.09 -31.32
H -27.72 8.29 -30.51
H -27.55 6.71 -31.34
H -29.13 7.13 -30.72
C -33.51 6.29 -31.84
S -31.85 6.45 -31.04
O -31.94 6.25 -29.51
C -30.95 4.91 -31.58
H -34.20 7.13 -31.72
H -34.07 5.40 -31.52
H -33.43 6.16 -32.92
H -30.17 4.58 -30.89
H -30.51 4.91 -32.58
H -31.66 4.08 -31.52
C -31.60 0.40 -34.42
S -31.34 2.21 -34.04
O -29.90 2.41 -33.53
C -31.02 2.80 -35.77
H -31.12 0.04 -35.33
H -32.63 0.10 -34.24
H -31.06 -0.20 -33.68
H -31.85 2.46 -36.38
H -30.02 2.44 -36.02
H -31.05 3.89 -35.78
O -26.53 3.97 -40.10
C -26.51 3.08 -39.27
O -26.16 1.80 -39.55
C -25.74 1.37 -40.84
C -25.16 -0.07 -40.86
C -27.05 3.15 -37.94
H -25.02 2.05 -41.28
H -26.65 1.20 -41.42
H -24.77 -0.34 -41.85
H -25.92 -0.84 -40.72
H -24.42 -0.25 -40.08
H -26.26 3.45 -37.25
H -27.54 2.24 -37.60
H -27.87 3.86 -37.93
O -29.35 -1.96 -32.11
C -28.79 -2.53 -32.96
O -27.98 -1.97 -33.86
C -27.69 -0.62 -33.87
C -27.11 -0.03 -32.55
C -28.96 -4.04 -33.08
H -28.60 -0.07 -34.09
H -26.96 -0.43 -34.65
H -26.29 0.65 -32.78
H -26.47 -0.76 -32.05
H -27.85 0.34 -31.84
H -28.23 -4.42 -33.79
H -29.97 -4.11 -33.49
H -28.87 -4.74 -32.25
O -33.29 1.37 -28.42
C -32.37 1.29 -27.64
O -31.12 1.76 -27.82
C -30.79 2.33 -29.00
C -30.41 1.29 -30.12
C -32.52 0.55 -26.27
H -29.88 2.92 -28.83
H -31.54 3.06 -29.31
H -30.09 0.36 -29.66
H -29.57 1.66 -30.71
H -31.27 1.13 -30.76
H -31.54 0.24 -25.90
H -32.89 -0.46 -26.43
H -33.07 1.14 -25.54
```

Output
charge	+1
LUMO level (spin up / spin down)	-3.246 / -7.727	eV
energy	-4241.85147	Eh
2S+1	2
HOMO (spin up / spin down)	-10.060 / -10.060	eV
expectation value of S²	0.758

---

[5]
ORCA calculation (wB97M-V/def2-TZVPD) on a molecular structure, C31H69As3CdGe2NO4Si3 at a distorted geometry.

```
114
Properties=species:S:1:pos:R:3
Cd -1.50 -1.98 0.10
O -5.04 -0.20 2.44
C -3.91 -0.71 1.83
O -3.43 -0.24 0.80
C -3.35 -1.91 2.57
C -3.89 -2.34 3.78
C -3.22 -3.38 4.43
C -2.12 -3.98 3.90
C -1.64 -3.54 2.62
N -2.27 -2.52 2.03
C -0.43 -4.18 1.92
O 0.25 -4.99 2.58
O -0.13 -3.72 0.77
H -5.40 0.53 1.87
H -4.81 -1.84 4.13
H -3.46 -3.72 5.42
H -1.52 -4.77 4.35
C 3.04 -3.38 0.89
As 2.94 -1.33 0.93
C 4.21 -1.16 -0.63
C 4.31 -1.19 2.43
C 4.26 0.13 3.21
C 5.60 0.17 4.05
C 3.11 0.03 4.26
As 1.19 0.09 3.77
C 0.52 3.02 0.37
C 0.74 1.81 4.61
C 4.18 1.40 2.32
As 4.97 3.12 3.16
C 3.34 4.31 3.24
C 5.72 3.89 1.46
H 2.73 -3.72 1.89
H 4.06 -3.67 0.68
H 2.34 -3.74 0.17
H 5.04 -1.84 -0.52
H 4.57 -0.09 -0.56
H 3.61 -1.27 -1.53
H 5.23 -1.20 1.88
H 4.18 -2.09 3.06
H 5.69 -0.82 4.56
H 5.69 1.01 4.80
H 6.46 0.28 3.35
H 3.19 0.83 5.01
H 3.24 -0.93 4.79
H 0.95 1.97 0.29
H 1.20 3.66 0.95
H 0.61 3.40 -0.67
H 0.46 2.45 3.78
H 1.59 2.18 5.18
H -0.15 1.66 5.22
H 3.19 1.75 1.95
H 4.86 1.23 1.46
H 2.49 3.71 2.85
H 3.60 5.19 2.65
H 3.23 4.60 4.31
H 6.66 3.38 1.27
H 5.83 4.95 1.71
H 4.94 3.74 0.73
C -4.07 -3.89 -2.45
Si -3.73 -2.15 -3.16
C -4.15 -2.29 -4.97
C -4.92 -0.93 -2.32
Ge -1.35 -1.69 -2.61
Si -0.84 0.40 -3.79
C 0.84 1.23 -3.38
C -2.16 1.63 -3.14
C -0.95 0.19 -5.66
Si 0.01 -3.40 -3.71
C -0.04 -4.86 -2.57
C 1.79 -2.83 -3.93
C -0.71 -3.92 -5.37
H -4.93 -3.94 -1.81
H -3.17 -4.21 -1.86
H -4.12 -4.57 -3.32
H -5.22 -2.55 -5.13
H -3.55 -3.10 -5.39
H -3.92 -1.37 -5.55
H -5.74 -1.54 -1.99
H -5.24 -0.08 -2.94
H -4.40 -0.53 -1.44
H 1.21 0.95 -2.38
H 0.90 2.34 -3.42
H 1.60 0.85 -4.07
H -2.17 1.85 -2.06
H -3.13 1.18 -3.41
H -2.06 2.64 -3.62
H -0.08 -0.37 -5.97
H -0.85 1.19 -6.19
H -1.84 -0.31 -6.03
H 0.27 -4.57 -1.54
H 0.67 -5.65 -2.97
H -1.09 -5.24 -2.53
H 2.42 -3.52 -3.33
H 1.87 -1.79 -3.57
H 2.11 -2.79 -4.97
H -1.40 -4.77 -5.30
H 0.12 -4.14 -6.08
H -1.34 -3.10 -5.77
C -1.07 6.06 -0.44
Ge -1.95 4.68 0.69
C -3.59 4.03 -0.30
C -2.43 5.40 2.46
C -0.86 3.04 0.96
H -1.81 6.42 -1.16
H -0.34 5.56 -1.04
H -0.64 6.88 0.07
H -4.48 4.39 0.21
H -3.62 2.95 -0.33
H -3.60 4.43 -1.31
H -2.84 6.39 2.32
H -1.64 5.41 3.18
H -3.22 4.76 2.89
H -0.81 2.98 2.06
H -1.50 2.23 0.59
```

Output
charge	0
LUMO level (spin up / spin down)	-1.165 / -1.167	eV
energy	-13475.68049	Eh
2S+1	2
ΔE to the lowest compared entry with this formula, charge and spin	0.000	eV
HOMO (spin up / spin down)	-7.441 / -7.853	eV
expectation value of S²	0.754

---

[6]
ORCA calculation (wB97M-V/def2-TZVPD) on a single C5H10O2 molecule.

```
17
Properties=species:S:1:pos:R:3
C 1.02 2.29 -0.35
C 1.09 0.87 0.26
C -0.11 -0.06 -0.06
O 0.06 -0.46 -1.40
C -0.42 -1.40 0.76
C -1.66 -2.10 0.20
O -2.12 -1.93 -0.91
H 1.89 2.89 -0.03
H 1.03 2.30 -1.45
H 0.14 2.85 -0.02
H 2.02 0.41 -0.10
H 1.19 0.99 1.35
H -1.02 0.57 0.04
H -0.76 -0.94 -1.63
H -0.60 -1.39 1.85
H 0.42 -2.10 0.63
H -2.19 -2.80 0.87
```

Output
charge	0
LUMO level	0.875	eV
energy	-346.96758	Eh
2S+1	1
ΔE to the lowest compared entry with this formula, charge and spin	1.574	eV
HOMO	-10.016	eV